# 1
The following is a DFT calculation (the ωB97M-V functional and the def2-TZVPD basis) of C23H43N2OOsP3Se as an isolated structure.

Element x y z (Å)
Os (-0.4848, -0.2504, -0.6988)
P (-2.6204, -0.2561, -0.6000)
P (0.0896, -2.4565, -0.5342)
P (-0.0473, 1.9824, -0.0660)
H (2.6782, -1.1475, -1.0113)
C (2.9665, -0.2361, -0.4799)
C (3.1493, -0.2466, 0.8767)
H (2.7633, -1.0774, 1.5154)
C (-3.4141, 0.1264, -2.2092)
C (-3.4189, -1.8048, -0.0857)
C (-3.3881, 0.9141, 0.5575)
C (1.7166, -3.3385, -0.4250)
C (-0.6163, -3.3102, 0.9516)
C (-0.6359, -3.4031, -1.9322)
C (1.5762, 2.8296, 0.1358)
C (-0.8270, 2.6914, 1.4566)
C (-0.8148, 3.0445, -1.3725)
H (2.6678, 0.6433, -1.0309)
H (3.4477, 0.6704, 1.4380)
H (-4.4801, -0.0328, -2.0326)
H (-3.0612, -0.5620, -2.9909)
H (-3.2322, 1.1658, -2.5206)
H (-4.4798, -1.6732, -0.3252)
H (-3.2936, -1.9310, 0.9985)
H (-3.0183, -2.6697, -0.6286)
H (-4.4647, 0.8129, 0.3686)
H (-3.0771, 1.9504, 0.3749)
H (-3.1487, 0.6122, 1.5881)
H (1.5342, -4.3934, -0.6885)
H (2.0952, -3.2850, 0.6077)
H (2.4718, -2.9460, -1.1125)
H (-0.3750, -4.3789, 0.8618)
H (-1.7012, -3.2000, 1.0308)
H (-0.1422, -2.9178, 1.8608)
H (-0.1074, -4.3666, -1.9799)
H (-0.4786, -2.8708, -2.8773)
H (-1.7122, -3.5904, -1.7929)
H (1.4756, 3.8421, -0.2849)
H (2.3857, 2.3013, -0.3743)
H (1.8109, 2.9039, 1.2072)
H (-1.3652, 3.6104, 1.1797)
H (-0.0480, 2.9369, 2.1918)
H (-1.5280, 1.9937, 1.9250)
H (-0.3765, 4.0435, -1.2630)
H (-1.9059, 3.1007, -1.2617)
H (-0.5716, 2.6652, -2.3809)
C (1.1800, -0.0382, -4.0598)
C (2.5441, -0.2503, -3.8405)
C (3.3905, -0.1863, -4.9576)
C (2.8654, 0.0723, -6.2248)
C (1.4901, 0.2839, -6.4186)
C (0.6472, 0.2018, -5.3329)
Se (-0.3636, 0.1075, -2.8985)
H (-0.1635, -0.9589, 2.0361)
H (2.9436, -0.4516, -2.8577)
H (4.4642, -0.3243, -4.8303)
H (3.5266, 0.1165, -7.0845)
H (1.0635, 0.5199, -7.3862)
H (-0.4237, 0.3564, -5.4790)
N (1.5802, 2.5357, 6.1714)
C (1.3789, 2.2130, 4.8296)
O (1.8473, 2.9366, 3.9395)
C (0.5039, 1.0049, 4.5578)
C (-0.4516, 0.4780, 5.4668)
C (-1.3933, -0.4522, 5.0297)
C (-1.3031, -0.9026, 3.7246)
N (-0.2540, -0.5285, 2.9441)
C (0.5998, 0.4707, 3.2873)
H (2.2899, 3.2510, 6.3554)
H (1.3942, 1.8656, 6.8937)
H (-0.4649, 0.8144, 6.4992)
H (-2.1890, -0.8459, 5.6783)
H (-2.0262, -1.5722, 3.2577)
H (1.3299, 0.7868, 2.5323)

Summary:
- Gap between HOMO and LUMO (spin up / spin down): 5.949 / 4.312 eV
- HOMO (spin up / spin down): -19.250 / -19.738 eV
- Multiplicity: 5
- Charge: +4
- F_max: 5.239 eV/Å
- E_LUMO (spin up / spin down): -13.30 / -15.43 eV
- Energy above the lowest of the compared OMol25 structures with the same formula, charge and spin: 58.1 kcal per mole

---

# 2
The following is a DFT calculation (the ωB97M-V functional and the def2-TZVPD basis) of a 2-piece molecular cluster, C2H4S3 overall.

Element x y z (Å)
C (-1.0734, -0.2507, 0.7882)
C (1.6122, 0.2641, -0.9317)
S (-0.8336, 1.0562, 2.0400)
S (-1.1441, -1.0135, 2.2923)
S (-2.1377, 0.0668, -0.6032)
H (2.1204, -0.7911, -0.8977)
H (2.3024, 0.9718, -0.8133)
H (0.6239, 0.2553, -0.3149)
H (-1.4701, -0.5589, -1.5598)

Summary:
- Gap between HOMO and LUMO (spin up / spin down): 7.668 / 7.871 eV
- HOMO (spin up / spin down): -8.769 / -8.368 eV
- F_max: 6.421 eV/Å
- E_LUMO (spin up / spin down): -1.10 / -0.50 eV
- Energy above the lowest of the compared OMol25 structures with the same formula, charge and spin: 117.2 kcal per mole